(1)
# C3H4P2

The molecule C3H4P2 in a non-equilibrium geometry (ωB97M-V/def2-TZVPD, the OMol25 dataset).

Bonds (Å) are listed after each position.
Positions of all 9 atoms, in Å:
1 P -1.726 -0.439 -0.183  C2 1.885, C5 1.825, H6 1.411
2 C -0.515 0.709 0.694  P1 1.885, C3 1.562, C5 1.502, H7 1.078
3 C 0.497 0.676 -0.495  C2 1.562, P4 1.837, C5 1.629, H8 1.060
4 P 1.831 -0.468 0.038  C3 1.837, C5 1.848, H9 1.374
5 C 0.015 -0.647 0.324  P1 1.825, C2 1.502, C3 1.629, P4 1.848
6 H -2.267 -1.054 0.967  P1 1.411
7 H -0.208 1.411 1.452  C2 1.078
8 H 0.418 0.756 -1.549  C3 1.060
9 H 1.955 -0.943 -1.246  P4 1.374

Values from the calculation:
HOMO-LUMO gap: 9.07 eV
spin multiplicity: 1
total energy: -799.23390 Ha
E_HOMO: -8.5 eV
SMILES string: P1[C@@H]2[C@H]3PC123
molar mass: 102.0 g/mol

Mulliken atomic charge list, values in e, 8 entries: -0.03 -0.18 -0.50 0.00 0.00 0.02 0.39 0.30

***

(2)
# C16H56N4O10

A 10-piece molecular cluster, C16H56N4O10 overall in a non-equilibrium geometry (ωB97M-V/def2-TZVPD, the OMol25 dataset).

Bonds (Å) are listed after each position.
Positions of all 86 atoms, in Å:
1 C -0.870 -4.180 0.089  O2 1.412, H7 1.094, H8 1.095, H9 1.091
2 O -1.686 -3.448 -0.800  C1 1.412, C3 1.414
3 C -2.315 -4.220 -1.804  O2 1.414, C4 1.516, H10 1.100, H11 1.093
4 C -2.979 -3.286 -2.797  C3 1.516, C5 1.502, N6 1.497, H12 1.091
5 C -3.949 -2.365 -2.113  C4 1.502, H13 1.084, H14 1.093, H15 1.103
6 N -3.788 -4.181 -3.684  C4 1.497, H16 1.014, H17 1.016
7 H -0.805 -3.559 0.987  C1 1.094
8 H 0.163 -4.258 -0.267  C1 1.095
9 H -1.250 -5.153 0.406  C1 1.091
10 H -1.558 -4.794 -2.357  C3 1.100
11 H -3.051 -4.922 -1.403  C3 1.093
12 H -2.256 -2.807 -3.460  C4 1.091
13 H -4.399 -2.809 -1.233  C5 1.084
14 H -4.625 -1.854 -2.805  C5 1.093
15 H -3.416 -1.458 -1.781  C5 1.103
16 H -4.405 -3.623 -4.263  N6 1.014
17 H -3.185 -4.657 -4.349  N6 1.016
18 C 1.027 -1.867 2.811  O19 1.402, H24 1.092, H25 1.094, H26 1.089
19 O 1.443 -1.432 1.545  C18 1.402, C20 1.428
20 C 0.408 -0.767 0.823  O19 1.428, C21 1.504, H27 1.094, H28 1.101
21 C 0.995 0.125 -0.237  C20 1.504, C22 1.518, N23 1.490, H29 1.090
22 C -0.051 1.057 -0.820  C21 1.518, H30 1.091, H31 1.090, H32 1.099
23 N 1.543 -0.680 -1.365  C21 1.490, H33 1.019, H34 1.020
24 H 0.211 -2.593 2.817  C18 1.092
25 H 0.722 -0.998 3.401  C18 1.094
26 H 1.915 -2.292 3.277  C18 1.089
27 H -0.268 -1.543 0.449  C20 1.094
28 H -0.182 -0.207 1.565  C20 1.101
29 H 1.821 0.702 0.180  C21 1.090
30 H -0.840 0.560 -1.386  C22 1.091
31 H 0.425 1.857 -1.386  C22 1.090
32 H -0.600 1.593 -0.033  C22 1.099
33 H 0.779 -1.235 -1.746  N23 1.019
34 H 2.149 -1.387 -0.950  N23 1.020
35 C 3.990 3.073 -0.860  O36 1.400, H41 1.096, H42 1.099, H43 1.090
36 O 4.989 2.685 0.042  C35 1.400, C37 1.420
37 C 4.993 1.286 0.283  O36 1.420, C38 1.524, H44 1.096, H45 1.096
38 C 6.145 0.996 1.238  C37 1.524, C39 1.510, N40 1.491, H46 1.095
39 C 6.386 -0.486 1.405  C38 1.510, H47 1.091, H48 1.091, H49 1.096
40 N 5.999 1.646 2.572  C38 1.491, H50 1.016, H51 1.018
41 H 2.991 3.088 -0.409  C35 1.096
42 H 3.953 2.415 -1.740  C35 1.099
43 H 4.245 4.061 -1.245  C35 1.090
44 H 4.059 1.024 0.795  C37 1.096
45 H 5.191 0.749 -0.651  C37 1.096
46 H 7.033 1.494 0.836  C38 1.095
47 H 6.920 -0.721 2.326  C39 1.091
48 H 6.964 -0.869 0.563  C39 1.091
49 H 5.454 -1.054 1.497  C39 1.096
50 H 5.264 1.180 3.096  N40 1.016
51 H 5.640 2.566 2.324  N40 1.018
52 C -2.434 4.541 -1.438  O53 1.403, H58 1.087, H59 1.099, H60 1.098
53 O -2.629 4.373 -2.818  C52 1.403, C54 1.416
54 C -2.833 3.033 -3.229  O53 1.416, C55 1.512, H61 1.098, H62 1.097
55 C -3.920 2.967 -4.278  C54 1.512, C56 1.519, N57 1.476, H63 1.100
56 C -4.078 1.551 -4.805  C55 1.519, H64 1.089, H65 1.093, H66 1.093
57 N -3.618 3.871 -5.405  C55 1.476, H67 1.016, H68 1.014
58 H -2.023 5.534 -1.273  C52 1.087
59 H -1.734 3.796 -1.034  C52 1.099
60 H -3.352 4.417 -0.850  C52 1.098
61 H -1.874 2.644 -3.599  C54 1.098
62 H -3.151 2.394 -2.396  C54 1.097
63 H -4.844 3.282 -3.772  C55 1.100
64 H -3.226 1.269 -5.422  C56 1.089
65 H -4.977 1.492 -5.425  C56 1.093
66 H -4.213 0.815 -4.007  C56 1.093
67 H -3.338 4.760 -5.001  N57 1.016
68 H -4.489 4.037 -5.896  N57 1.014
69 O -1.896 -0.888 3.894  H70 0.965, H71 0.970
70 H -1.953 0.066 4.030  O69 0.965
71 H -2.153 -1.018 2.968  O69 0.970
72 O -2.789 -1.270 1.020  H73 0.962, H74 0.971
73 H -3.701 -1.433 1.280  O72 0.962
74 H -2.543 -2.037 0.478  O72 0.971
75 O -0.393 1.619 4.526  H76 0.964, H77 0.961
76 H 0.493 1.312 4.303  O75 0.964
77 H -0.367 2.567 4.368  O75 0.961
78 O 2.542 -0.267 5.580  H79 0.963, H80 0.962
79 H 3.487 -0.446 5.635  O78 0.963
80 H 2.280 -0.036 6.476  O78 0.962
81 O 2.790 0.770 3.036  H82 0.970, H83 0.970
82 H 2.569 0.522 3.947  O81 0.970
83 H 2.635 -0.031 2.511  O81 0.970
84 O -0.538 -2.600 5.841  H85 0.960, H86 0.968
85 H 0.077 -1.920 6.125  O84 0.960
86 H -1.145 -2.137 5.247  O84 0.968

Values from the calculation:
HOMO-LUMO gap: 9.03 eV
spin multiplicity: 1
total energy: -1614.55375 Ha
E_HOMO: -8.9 eV
SMILES string: COC[C@H](C)N.COC[C@H](C)N.COC[C@H](C)N.COC[C@H](C)N.O.O.O.O.O.O
molar mass: 464.6 g/mol

Mulliken atomic charge list, values in e, 8 entries: -0.67 -0.23 -1.18 0.84 -1.11 -0.76 0.02 0.32

***

(3)
# C2H3NO2S

The molecule C2H3NO2S in a non-equilibrium geometry (ωB97M-V/def2-TZVPD, the OMol25 dataset).

Bonds (Å) are listed after each position.
Positions of all 9 atoms, in Å:
1 N -1.014 1.172 1.276  O2 1.493, H7 1.020, H8 1.011
2 O -0.771 0.194 0.175  N1 1.493, C3 1.313
3 C 0.423 -0.291 -0.079  O2 1.313, O4 1.185, C5 1.511
4 O 1.412 0.120 0.428  C3 1.185
5 C 0.267 -1.074 -1.362  C3 1.511, S6 1.660, H9 1.062
6 S 1.432 -2.122 -1.909  C5 1.660
7 H -0.442 1.996 1.087  N1 1.020
8 H -0.622 0.825 2.140  N1 1.011
9 H -0.685 -0.820 -1.757  C5 1.062

Values from the calculation:
HOMO-LUMO gap (spin up / spin down): 8.00 / 8.00 eV
spin multiplicity: 1
total energy: -681.33484 Ha
E_HOMO (spin up / spin down): -9.5 / -9.5 eV
SMILES string: NOC(=O)C=S
molar mass: 105.1 g/mol

Mulliken atomic charge list, values in e, 8 entries: -0.41 -0.28 0.73 -0.50 -0.30 -0.13 0.27 0.27

***

- Which of these has the lowest molar mass?
  C3H4P2